{
  "formula": "C4H7NO",
  "method": "the ωB97M-V functional and the def2-TZVPD basis",
  "species": ["C", "C", "O", "C", "N", "C", "H", "H", "H", "H", "H", "H", "H"],
  "coordinates": [[0.641, -1.014, 0.117], [-0.817, -1.177, -0.209], [-1.508, -0.162, -0.674], [-1.142, 1.089, -0.540], [-0.094, 1.384, 0.329], [1.050, 0.474, 0.215], [0.885, -1.567, 1.033], [1.242, -1.489, -0.676], [-1.243, -2.131, -0.494], [-0.425, 1.373, 1.295], [-1.898, 1.812, -0.811], [1.690, 0.643, 1.088], [1.621, 0.765, -0.674]],
  "lowdin_charge": [-0.168, -0.137, -0.013, -0.214, -0.041, -0.200, 0.103, 0.107, 0.104, 0.121, 0.113, 0.113, 0.112],
  "relative_energy_kj_mol": 389.2,
  "e_lumo_ev": [1.074, 0.924],
  "energy_ha": -286.48342,
  "e_homo_ev": [-6.952, -6.995]
}

=====

{
  "formula": "C4H7NO",
  "method": "the ωB97M-V functional and the def2-TZVPD basis",
  "species": ["C", "N", "C", "C", "C", "O", "H", "H", "H", "H", "H", "H", "H"],
  "coordinates": [[-0.521, -0.728, 0.639], [-1.024, 0.440, -0.022], [0.960, 0.537, -0.543], [-0.976, -1.188, 1.807], [1.368, 0.659, -1.807], [0.679, -0.925, 0.092], [-1.411, 1.180, 0.556], [-1.366, 0.329, -0.972], [1.319, 1.164, 0.261], [-1.936, -0.879, 2.196], [-0.364, -1.851, 2.402], [2.204, 1.307, -2.036], [1.067, -0.045, -2.573]],
  "lowdin_charge": [-0.508, 0.097, -0.154, 0.054, -0.021, -0.030, 0.123, 0.121, 0.111, 0.050, 0.057, 0.049, 0.051],
  "relative_energy_kj_mol": 392.4,
  "smiles": "C=COC(=C)N",
  "e_lumo_ev": 0.905,
  "energy_ha": -286.48217,
  "e_homo_ev": -8.522
}

=====

{
  "formula": "C4H7NO",
  "method": "the ωB97M-V functional and the def2-TZVPD basis",
  "species": ["C", "C", "C", "O", "C", "N", "H", "H", "H", "H", "H", "H", "H"],
  "coordinates": [[-0.183, -1.947, -0.511], [-0.081, -1.102, 0.757], [-0.037, 0.355, 0.442], [0.832, 1.085, 0.875], [0.090, 3.895, -1.444], [0.449, 3.279, -0.514], [-0.253, -3.004, -0.246], [-1.072, -1.682, -1.094], [0.696, -1.808, -1.149], [0.812, -1.331, 1.345], [-0.964, -1.259, 1.389], [-0.838, 0.749, -0.221], [0.687, 2.579, 0.178]],
  "lowdin_charge": [-0.098, -0.213, -0.241, 0.022, -0.102, 0.027, 0.075, 0.078, 0.082, 0.120, 0.125, 0.138, -0.012],
  "relative_energy_kj_mol": 200.4,
  "e_lumo_ev": 0.406,
  "energy_ha": -286.55532,
  "e_homo_ev": -10.783
}

=====

{
  "formula": "C4H7NO",
  "method": "the ωB97M-V functional and the def2-TZVPD basis",
  "species": ["O", "C", "C", "C", "N", "C", "H", "H", "H", "H", "H", "H", "H"],
  "coordinates": [[-0.968, -1.403, 1.043], [-0.972, -0.467, 0.010], [-0.656, 1.018, 0.392], [0.596, 0.911, -0.454], [1.335, -0.431, 0.085], [0.292, -0.478, -0.883], [-0.069, -1.374, 1.415], [-1.900, -0.592, -0.546], [-0.431, 1.218, 1.438], [-1.440, 1.709, 0.052], [1.561, 1.337, -0.269], [2.209, -0.450, -0.463], [0.443, -0.997, -1.819]],
  "lowdin_charge": [-0.026, -0.327, -0.086, -0.133, 0.025, -0.259, 0.085, 0.143, 0.110, 0.111, 0.118, 0.103, 0.135],
  "relative_energy_kj_mol": 376.6,
  "smiles": "O[C@H]1C[C@H]2N[C@@H]12",
  "e_lumo_ev": 1.084,
  "energy_ha": -286.48821,
  "e_homo_ev": -9.318
}

=====

{
  "formula": "C4H7NO",
  "method": "the ωB97M-V functional and the def2-TZVPD basis",
  "species": ["C", "C", "C", "C", "N", "O", "H", "H", "H", "H", "H", "H", "H"],
  "coordinates": [[-1.497, -0.190, -0.009], [-0.235, -0.789, 0.500], [0.758, -1.658, -0.250], [0.235, 1.960, -0.086], [-0.393, 0.597, -0.070], [-2.711, -0.281, -0.026], [-0.180, -0.807, 1.619], [0.480, -1.500, -1.340], [0.497, -2.794, -0.004], [1.817, -1.280, -0.150], [0.845, 2.115, 0.788], [0.983, 1.921, -0.899], [-0.598, 2.706, -0.075]],
  "lowdin_charge": [-0.410, -0.221, -0.082, -0.016, -0.013, 0.070, 0.141, 0.086, 0.116, 0.083, 0.064, 0.082, 0.101],
  "relative_energy_kj_mol": 281.9,
  "smiles": "C[C@@H]1C(=O)N1C",
  "e_lumo_ev": 0.761,
  "energy_ha": -286.52426,
  "e_homo_ev": -9.524
}

=====

{
  "formula": "C4H7NO",
  "method": "the ωB97M-V functional and the def2-TZVPD basis",
  "species": ["C", "O", "C", "C", "C", "N", "H", "H", "H", "H", "H", "H", "H"],
  "coordinates": [[-1.568, -1.254, 0.049], [-1.147, 0.096, 0.090], [0.198, 0.292, 0.170], [0.655, 1.626, 0.646], [1.091, -0.560, -0.278], [1.892, -0.966, -1.143], [-1.470, -1.677, 1.055], [-0.999, -1.879, -0.653], [-2.613, -1.233, -0.260], [1.647, -0.335, -1.918], [0.094, 2.395, 0.105], [0.501, 1.753, 1.718], [1.720, 1.742, 0.419]],
  "lowdin_charge": [-0.080, -0.095, -0.389, -0.018, -0.146, 0.114, 0.098, 0.088, 0.092, 0.072, 0.092, 0.083, 0.089],
  "relative_energy_kj_mol": 316.4,
  "smiles": "COC(C)=C=N",
  "e_lumo_ev": 0.907,
  "energy_ha": -286.51115,
  "e_homo_ev": -8.152
}

=====

{
  "formula": "C4H7NO",
  "method": "the ωB97M-V functional and the def2-TZVPD basis",
  "species": ["O", "C", "C", "C", "C", "N", "H", "H", "H", "H", "H", "H", "H"],
  "coordinates": [[-1.824, 0.663, -0.934], [-1.371, -0.228, -1.614], [0.899, 1.192, 0.895], [1.728, 0.151, 0.830], [1.583, -0.857, -0.185], [1.451, -1.664, -1.007], [-2.053, -0.446, 1.121], [-1.010, -0.043, -2.642], [-1.280, -1.264, -1.242], [1.016, 1.943, 1.669], [0.078, 1.319, 0.195], [-1.843, -0.853, 1.709], [2.542, 0.013, 1.535]],
  "lowdin_charge": [-0.075, -0.159, 0.047, -0.161, -0.236, 0.148, 0.018, 0.088, 0.069, 0.072, 0.044, 0.045, 0.101],
  "relative_energy_kj_mol": 327.3,
  "smiles": "C=CC#N.[H][H].C=O",
  "e_lumo_ev": 0.378,
  "energy_ha": -286.50699,
  "e_homo_ev": -10.338
}

=====

{
  "formula": "C4H7NO",
  "method": "the ωB97M-V functional and the def2-TZVPD basis",
  "species": ["O", "N", "C", "C", "C", "C", "H", "H", "H", "H", "H", "H", "H"],
  "coordinates": [[-2.244, -0.624, -1.282], [-0.852, -0.786, -1.561], [-0.193, -0.221, -0.639], [-0.565, 0.400, 0.684], [0.954, 0.533, 0.983], [1.292, -0.022, -0.432], [-2.494, -1.435, -0.822], [-1.124, 1.335, 0.596], [-1.127, -0.275, 1.339], [1.296, 1.553, 1.170], [1.296, -0.109, 1.798], [1.726, 0.715, -1.115], [1.898, -0.932, -0.471]],
  "lowdin_charge": [-0.094, 0.047, -0.325, -0.110, -0.157, -0.102, 0.083, 0.117, 0.113, 0.100, 0.101, 0.114, 0.111],
  "relative_energy_kj_mol": 311.0,
  "smiles": "ON=C1CCC1",
  "e_lumo_ev": 0.981,
  "energy_ha": -286.51320,
  "e_homo_ev": -9.729
}

=====

{
  "formula": "C4H7NO",
  "method": "the ωB97M-V functional and the def2-TZVPD basis",
  "species": ["O", "C", "C", "C", "C", "N", "H", "H", "H", "H", "H", "H", "H"],
  "coordinates": [[2.276, 0.784, -0.885], [1.233, 0.438, -0.371], [0.694, -0.986, -0.239], [-0.693, -0.818, 0.402], [-1.023, 0.664, 0.156], [0.299, 1.272, 0.202], [0.664, -1.453, -1.228], [1.388, -1.569, 0.373], [-1.450, -1.483, -0.022], [-0.640, -1.005, 1.480], [-1.473, 0.802, -0.839], [-1.700, 1.089, 0.903], [0.425, 2.264, 0.067]],
  "lowdin_charge": [0.058, -0.495, -0.092, -0.168, -0.190, 0.056, 0.121, 0.120, 0.107, 0.110, 0.117, 0.113, 0.142],
  "relative_energy_kj_mol": 5.1,
  "smiles": "O=C1CCCN1",
  "e_lumo_ev": 0.953,
  "energy_ha": -286.62972,
  "e_homo_ev": -9.532
}

=====

{
  "formula": "C4H7NO",
  "method": "the ωB97M-V functional and the def2-TZVPD basis",
  "species": ["C", "C", "O", "C", "N", "C", "H", "H", "H", "H", "H", "H", "H"],
  "coordinates": [[0.697, -1.796, 0.111], [-0.575, -1.656, 0.474], [-1.770, 1.164, 0.015], [-1.044, 1.783, -0.728], [0.329, 1.530, -0.917], [0.977, 1.184, 0.117], [1.482, -2.013, 0.830], [1.002, -1.683, -0.926], [-1.354, -1.414, -0.243], [-0.891, -1.751, 1.509], [-1.415, 2.591, -1.379], [0.531, 1.148, 1.116], [2.031, 0.913, 0.021]],
  "lowdin_charge": [-0.105, -0.081, 0.034, -0.342, 0.030, -0.039, 0.051, 0.053, 0.049, 0.057, 0.119, 0.092, 0.081],
  "relative_energy_kj_mol": 251.9,
  "smiles": "C=NC=O.C=C",
  "e_lumo_ev": 0.224,
  "energy_ha": -286.53572,
  "e_homo_ev": -9.934
}

=====

{
  "formula": "C4H7NO",
  "method": "the ωB97M-V functional and the def2-TZVPD basis",
  "species": ["C", "C", "N", "C", "C", "O", "H", "H", "H", "H", "H", "H", "H"],
  "coordinates": [[-1.653, -0.120, -0.301], [-0.918, -1.106, 0.553], [0.195, -1.603, 0.193], [2.041, 0.896, -0.582], [1.268, 1.615, 0.195], [0.562, 2.242, 0.887], [-2.629, -0.525, -0.592], [-1.073, 0.103, -1.200], [-1.834, 0.808, 0.254], [-1.402, -1.369, 1.505], [0.545, -2.251, 0.900], [1.750, -0.138, -0.747], [2.934, 1.328, -1.014]],
  "lowdin_charge": [-0.096, -0.297, 0.075, -0.003, -0.290, 0.138, 0.076, 0.075, 0.072, 0.109, 0.054, 0.031, 0.057],
  "relative_energy_kj_mol": 200.7,
  "smiles": "[H]/N=C/C.C=C=O",
  "e_lumo_ev": 0.974,
  "energy_ha": -286.55522,
  "e_homo_ev": -9.045
}

=====

{
  "formula": "C4H7NO",
  "method": "the ωB97M-V functional and the def2-TZVPD basis",
  "species": ["C", "C", "O", "C", "N", "C", "H", "H", "H", "H", "H", "H", "H"],
  "coordinates": [[0.628, -0.753, 0.537], [-0.726, -1.011, -0.138], [-1.251, 0.175, -0.788], [-0.960, 1.359, -0.187], [0.182, 1.650, 0.277], [1.094, 0.569, -0.065], [0.530, -0.694, 1.626], [1.354, -1.543, 0.310], [-0.638, -1.762, -0.928], [-1.496, -1.325, 0.569], [-1.770, 2.081, -0.259], [2.123, 0.834, 0.195], [0.930, 0.420, -1.150]],
  "lowdin_charge": [-0.160, -0.160, -0.089, -0.250, 0.063, -0.235, 0.111, 0.111, 0.124, 0.119, 0.128, 0.112, 0.125],
  "relative_energy_kj_mol": 147.2,
  "smiles": "C1=NCCCO1",
  "e_lumo_ev": 1.018,
  "energy_ha": -286.57559,
  "e_homo_ev": -9.848
}

=====

{
  "formula": "C4H7NO",
  "method": "the ωB97M-V functional and the def2-TZVPD basis",
  "species": ["C", "C", "N", "C", "C", "O", "H", "H", "H", "H", "H", "H", "H"],
  "coordinates": [[2.061, -0.213, 0.118], [0.650, 0.086, -0.238], [0.043, 1.202, -0.188], [-1.382, 0.866, -0.379], [-1.362, -0.599, 0.024], [-0.099, -1.032, -0.491], [2.060, -1.095, 0.770], [2.502, 0.637, 0.640], [2.640, -0.457, -0.773], [-2.009, 1.480, 0.274], [-1.703, 1.018, -1.419], [-2.157, -1.254, -0.331], [-1.214, -0.626, 1.112]],
  "lowdin_charge": [0.004, -0.465, 0.107, -0.181, -0.168, -0.035, 0.091, 0.085, 0.086, 0.110, 0.115, 0.125, 0.126],
  "relative_energy_kj_mol": 110.3,
  "smiles": "CC1=NCCO1",
  "e_lumo_ev": 1.074,
  "energy_ha": -286.58963,
  "e_homo_ev": -9.662
}

=====

{
  "formula": "C4H7NO",
  "method": "the ωB97M-V functional and the def2-TZVPD basis",
  "species": ["C", "C", "O", "C", "C", "N", "H", "H", "H", "H", "H", "H", "H"],
  "coordinates": [[0.863, -1.427, -0.362], [0.049, -0.301, -0.980], [-1.121, -0.051, -0.198], [-1.106, 1.143, 0.521], [-0.010, 1.226, 1.516], [0.871, 1.280, 2.263], [1.680, -1.738, -1.024], [1.297, -1.122, 0.596], [0.214, -2.293, -0.189], [-0.302, -0.568, -1.983], [0.638, 0.623, -1.074], [-2.059, 1.209, 1.051], [-1.015, 2.020, -0.138]],
  "lowdin_charge": [-0.072, -0.262, -0.146, -0.219, -0.182, 0.154, 0.079, 0.066, 0.081, 0.119, 0.120, 0.132, 0.131],
  "relative_energy_kj_mol": 152.8,
  "smiles": "CCOCC#N",
  "e_lumo_ev": 0.860,
  "energy_ha": -286.57347,
  "e_homo_ev": -10.687
}

=====

{
  "formula": "C4H7NO",
  "method": "the ωB97M-V functional and the def2-TZVPD basis",
  "species": ["C", "C", "N", "C", "C", "O", "H", "H", "H", "H", "H", "H", "H"],
  "coordinates": [[-1.698, -0.067, -0.408], [-0.481, -0.407, 0.423], [0.410, -1.338, 0.021], [1.828, 0.420, -0.430], [0.768, 0.855, 0.379], [0.645, 1.702, 1.219], [-2.433, -0.878, -0.347], [-1.456, 0.111, -1.458], [-2.158, 0.835, 0.011], [-0.684, -0.355, 1.498], [0.900, -1.747, 0.817], [1.615, -0.143, -1.324], [2.746, 1.012, -0.400]],
  "lowdin_charge": [-0.060, -0.397, 0.127, 0.084, -0.431, 0.094, 0.077, 0.081, 0.083, 0.135, 0.079, 0.059, 0.070],
  "relative_energy_kj_mol": 448.4,
  "e_lumo_ev": [-1.345, -1.032],
  "energy_ha": -286.46084,
  "e_homo_ev": [-8.615, -8.938]
}

=====

{
  "formula": "C4H7NO",
  "method": "the ωB97M-V functional and the def2-TZVPD basis",
  "species": ["O", "N", "C", "C", "C", "C", "H", "H", "H", "H", "H", "H", "H"],
  "coordinates": [[2.489, -0.096, -0.584], [1.815, 0.871, -0.288], [0.430, 0.568, -0.166], [-0.313, -0.530, -0.384], [-1.593, 0.171, 0.008], [-0.724, 1.448, 0.246], [2.042, -2.298, 0.308], [-0.087, -1.536, -0.720], [1.788, -2.922, 0.626], [-2.338, 0.260, -0.790], [-2.078, -0.230, 0.904], [-0.947, 2.282, -0.426], [-0.705, 1.809, 1.278]],
  "lowdin_charge": [-0.049, 0.004, -0.275, 0.004, -0.150, -0.118, 0.012, 0.094, 0.042, 0.109, 0.109, 0.109, 0.108],
  "relative_energy_kj_mol": 525.5,
  "smiles": "O=NC1=CCC1.[H][H]",
  "e_lumo_ev": -0.741,
  "energy_ha": -286.43148,
  "e_homo_ev": -9.180
}

=====

{
  "formula": "C4H7NO",
  "method": "the ωB97M-V functional and the def2-TZVPD basis",
  "species": ["C", "C", "O", "C", "C", "N", "H", "H", "H", "H", "H", "H", "H"],
  "coordinates": [[0.557, 1.384, -1.281], [-0.438, 0.327, -0.813], [0.234, -0.793, -0.229], [-0.518, -1.686, 1.518], [0.494, -0.709, 1.363], [1.241, -0.044, 2.003], [1.262, 0.959, -2.001], [0.031, 2.217, -1.766], [1.122, 1.768, -0.428], [-1.036, -0.037, -1.658], [-1.123, 0.769, -0.075], [-0.275, -2.744, 1.634], [-1.550, -1.409, 1.733]],
  "lowdin_charge": [-0.084, -0.295, -0.134, 0.171, -0.522, 0.246, 0.076, 0.076, 0.069, 0.115, 0.114, 0.083, 0.085],
  "relative_energy_kj_mol": 553.4,
  "e_lumo_ev": [-1.772, -0.667],
  "energy_ha": -286.42086,
  "e_homo_ev": [-8.545, -9.710]
}

=====

{
  "formula": "C4H7NO",
  "method": "the ωB97M-V functional and the def2-TZVPD basis",
  "species": ["C", "C", "C", "C", "N", "O", "H", "H", "H", "H", "H", "H", "H"],
  "coordinates": [[1.283, 0.805, 0.198], [0.850, -0.575, 0.238], [-0.447, -0.613, -0.508], [-1.577, -0.119, 0.351], [0.787, 1.841, -0.374], [-2.231, 0.866, 0.376], [2.082, 1.145, 0.818], [1.634, -1.157, -0.174], [0.575, -1.016, 1.162], [-0.462, -0.156, -1.532], [-0.774, -1.599, -0.625], [-1.680, -0.943, 1.067], [-0.040, 1.521, -0.999]],
  "lowdin_charge": [-0.261, -0.186, -0.215, -0.360, 0.101, 0.172, 0.092, 0.114, 0.111, 0.135, 0.087, 0.148, 0.061],
  "relative_energy_kj_mol": 57.9,
  "s_squared": 2.01,
  "e_lumo_ev": [0.920, -2.549],
  "energy_ha": -286.39621,
  "e_homo_ev": [-6.098, -10.209],
  "spin_multiplicity": 3
}

=====

{
  "formula": "C4H7NO2",
  "method": "the ωB97M-V functional and the def2-TZVPD basis",
  "species": ["C", "N", "C", "C", "C", "O", "O", "H", "H", "H", "H", "H", "H", "H"],
  "coordinates": [[0.950, -1.185, 0.495], [-0.075, -0.424, -0.018], [-0.945, -1.031, -1.012], [0.189, 1.022, -0.153], [0.170, 1.711, 1.210], [0.920, 1.550, 2.125], [2.029, -0.772, 0.813], [0.645, -2.247, 0.567], [-1.438, -0.263, -1.593], [-0.413, -1.675, -1.713], [-1.716, -1.662, -0.571], [-0.688, 1.416, -0.665], [1.055, 1.147, -0.802], [-0.683, 2.413, 1.316]],
  "lowdin_charge": [-0.339, -0.151, -0.063, -0.114, -0.232, 0.085, 0.066, 0.141, 0.080, 0.087, 0.086, 0.104, 0.133, 0.117],
  "relative_energy_kj_mol": 173.9,
  "smiles": "CN(C=O)CC=O",
  "e_lumo_ev": 0.727,
  "energy_ha": -361.81463,
  "e_homo_ev": -9.432
}

=====

{
  "formula": "C4H7NO2",
  "method": "the ωB97M-V functional and the def2-TZVPD basis",
  "species": ["O", "C", "C", "N", "C", "C", "O", "H", "H", "H", "H", "H", "H", "H"],
  "coordinates": [[-0.910, 1.429, 1.236], [0.084, 0.684, 0.577], [0.095, -0.770, 1.073], [-0.501, -1.282, -0.204], [0.475, -0.944, -1.260], [-0.415, 0.093, -0.739], [-1.407, 0.679, -1.490], [-1.177, 2.130, 0.625], [1.042, 1.223, 0.545], [1.071, -1.207, 1.308], [-0.597, -0.917, 1.904], [-2.248, 0.454, -1.069], [0.222, -1.370, -2.226], [1.537, -0.942, -1.011]],
  "lowdin_charge": [-0.009, -0.284, -0.097, 0.032, -0.048, -0.491, 0.064, 0.099, 0.148, 0.115, 0.120, 0.118, 0.116, 0.116],
  "relative_energy_kj_mol": 282.1,
  "smiles": "O[C@H]1CN2C[C@]12O",
  "e_lumo_ev": 0.805,
  "energy_ha": -361.77340,
  "e_homo_ev": -9.491
}